{"formula": "C21H44Br16NO2P", "method": "ωB97M-V/def2-TZVPD", "total_energy_ha": -42557.2913, "mol_weight_g_mol": 1652.0, "lumo_energy_ev": 0.173, "homo_energy_ev": -8.2, "multiplicity": 1, "elements": ["Br", "Br", "Br", "Br", "Br", "Br", "Br", "Br", "Br", "Br", "Br", "Br", "Br", "Br", "Br", "Br", "P", "O", "O", "N", "C", "C", "C", "C", "C", "C", "C", "C", "C", "C", "C", "C", "C", "C", "C", "C", "C", "C", "C", "C", "C", "H", "H", "H", "H", "H", "H", "H", "H", "H", "H", "H", "H", "H", "H", "H", "H", "H", "H", "H", "H", "H", "H", "H", "H", "H", "H", "H", "H", "H", "H", "H", "H", "H", "H", "H", "H", "H", "H", "H", "H", "H", "H", "H", "H"], "positions_angstrom": [[-0.400, 7.438, 0.009], [-2.176, 3.963, -1.490], [3.430, 0.638, -0.519], [3.855, -5.757, 1.078], [-2.880, -0.947, -0.625], [-8.393, 1.932, 4.899], [-1.007, 0.048, -3.657], [1.569, 1.321, -5.955], [-6.500, -1.162, 5.596], [4.196, 2.512, -3.557], [1.425, 4.415, -0.688], [0.039, 8.124, -3.611], [2.829, -9.948, 5.510], [0.742, -3.801, 0.742], [4.672, -8.865, 2.503], [3.383, -1.744, -5.009], [-1.478, -0.267, 2.449], [-2.836, -0.284, 1.395], [-4.775, -1.436, 1.528], [-2.944, -2.806, 1.705], [3.146, -0.926, -6.761], [-6.781, 1.236, 4.054], [-3.626, -1.534, 1.533], [-3.532, -0.276, -2.357], [-2.171, 0.277, 4.090], [-0.713, 4.605, -2.604], [0.564, 3.849, -2.347], [5.164, 2.450, -1.874], [2.599, -3.224, 0.616], [0.108, 9.336, -2.088], [2.952, -9.763, 2.655], [3.215, 0.575, -6.679], [-6.838, -0.259, 3.901], [-2.736, -0.836, -3.511], [5.165, 1.061, -1.294], [1.081, 0.225, 1.571], [3.447, -4.250, -0.087], [-0.295, 0.985, 1.753], [0.777, 8.699, -0.898], [2.160, -9.241, 3.823], [-2.490, -0.921, 5.058], [-7.798, -0.616, 3.541], [-4.570, -0.605, -2.417], [-2.586, -2.904, 2.650], [-2.541, -1.899, -3.415], [-3.233, -0.647, -4.462], [4.027, 0.931, -6.053], [2.933, -3.012, 1.628], [-6.741, 1.717, 3.078], [-0.575, 1.316, 0.742], [2.975, -4.657, -0.976], [5.881, 0.993, -0.476], [4.695, 3.184, -1.224], [-3.148, 0.761, 3.879], [-1.738, -0.911, 5.863], [-0.079, 1.837, 2.414], [3.156, -10.828, 2.718], [-1.049, 4.447, -3.628], [1.214, -0.382, 2.485], [6.178, 2.771, -2.106], [-3.501, 0.808, -2.299], [-1.549, 0.997, 4.641], [4.414, -3.827, -0.354], [0.418, 2.774, -2.274], [5.379, 0.284, -2.022], [2.437, -9.551, 1.719], [0.684, 10.192, -2.436], [2.571, -2.297, 0.047], [-2.409, -1.910, 4.579], [-6.053, -0.606, 3.232], [3.312, 1.009, -7.673], [-5.940, 1.572, 4.654], [-2.112, -2.774, 1.105], [2.183, -8.158, 3.903], [-3.512, -0.809, 5.444], [1.086, -0.395, 0.661], [-0.623, 5.669, -2.417], [3.960, -1.314, -7.370], [1.013, 9.452, -0.148], [2.200, -1.289, -7.154], [1.903, 0.953, 1.469], [1.126, -9.576, 3.765], [1.294, 4.059, -3.128], [1.681, 8.154, -1.157], [-0.912, 9.647, -1.887]], "forces_ev_per_angstrom": [[-0.047, 0.200, -0.090], [0.038, 0.022, 0.083], [0.352, -0.055, -0.268], [-0.072, 0.010, -0.139], [0.384, 0.614, -6.949], [0.080, 0.020, 0.055], [0.100, -0.108, 0.017], [0.087, 0.022, 0.013], [-0.104, 0.009, -0.022], [-0.122, 0.073, 0.034], [0.062, -0.269, -0.095], [-0.047, 0.062, 0.006], [0.011, 0.087, -0.023], [0.029, -0.044, 0.067], [0.043, -0.177, 0.084], [-0.091, 0.008, -0.022], [0.544, -1.022, 0.337], [0.280, -0.464, 5.899], [-3.177, 0.467, 0.477], [0.306, 1.217, -0.835], [0.250, -0.143, 0.134], [-0.250, 0.117, -0.113], [2.738, -0.359, 1.620], [0.060, -1.183, -0.173], [-1.080, 0.154, 0.035], [-0.148, -0.236, -0.032], [0.176, 0.117, -0.014], [0.193, 0.033, -0.236], [-0.242, 0.182, -0.206], [0.180, 0.013, -0.171], [0.077, 0.234, -0.215], [-0.219, 0.180, -0.161], [0.326, -0.135, 0.047], [-0.179, 0.370, -0.268], [-0.140, -0.020, 0.206], [-0.656, 0.515, 0.552], [0.226, -0.096, 0.210], [0.806, -0.285, -0.560], [-0.185, -0.030, 0.300], [-0.110, -0.218, 0.187], [0.532, 0.310, -0.381], [-0.010, 0.078, 0.031], [0.038, -0.003, -0.066], [-0.159, 0.108, 0.049], [-0.001, 0.030, 0.074], [0.026, 0.028, 0.031], [0.003, -0.102, 0.022], [0.035, -0.070, -0.026], [0.016, -0.077, -0.014], [-0.372, 0.233, 0.502], [-0.060, 0.064, 0.035], [-0.029, 0.039, 0.007], [-0.033, -0.089, 0.046], [0.595, 0.111, 0.005], [-0.531, -0.133, -0.113], [-0.558, -0.121, -0.242], [-0.031, 0.029, 0.085], [0.080, -0.043, 0.004], [0.393, 0.016, -0.620], [0.000, -0.055, 0.012], [0.138, -0.040, 0.074], [-0.052, -0.086, -0.511], [-0.043, 0.067, 0.017], [-0.041, 0.032, 0.000], [0.019, 0.118, -0.087], [-0.037, 0.032, 0.050], [0.022, -0.023, 0.048], [0.041, -0.032, -0.018], [-0.074, 0.366, 0.035], [-0.059, 0.065, -0.008], [0.000, -0.071, -0.008], [-0.012, -0.078, 0.008], [-0.117, -0.201, 0.386], [0.054, -0.023, -0.072], [0.460, -0.142, 0.130], [-0.213, -0.054, 0.493], [0.037, -0.030, 0.054], [-0.001, 0.063, -0.003], [-0.004, 0.040, -0.069], [-0.009, 0.080, 0.028], [-0.493, -0.264, 0.314], [0.029, -0.009, -0.057], [-0.039, 0.000, -0.001], [-0.044, 0.014, -0.077], [0.024, -0.060, 0.061]], "lowdin_charge": [0.616, 0.600, 0.735, 0.592, 1.076, 0.600, 0.591, 0.568, 0.617, 0.641, 0.570, 0.651, 0.601, 0.619, 0.576, 0.595, 0.985, -0.613, 0.113, 0.096, -0.688, -0.700, -0.804, -0.575, -0.373, -0.707, -0.672, -0.681, -0.699, -0.680, -0.688, -0.696, -0.680, -0.680, -0.663, -0.248, -0.691, -0.361, -0.675, -0.698, -0.153, 0.054, 0.065, 0.058, 0.050, 0.055, 0.003, 0.055, 0.060, 0.067, 0.051, 0.060, 0.039, 0.067, 0.069, 0.077, 0.049, 0.062, 0.057, 0.059, 0.038, 0.074, 0.057, 0.032, 0.049, 0.059, 0.057, 0.011, 0.042, 0.023, 0.059, 0.045, -0.002, 0.050, 0.018, 0.022, -0.055, 0.057, 0.057, 0.052, -0.014, 0.057, 0.039, 0.050, 0.052]}